[1]
ORCA calculation (ωB97M-V/def2-TZVPD) on a structure of composition C27H31NOP2Ru at a distorted geometry.

CARTESIAN COORDINATES (ANGSTROEM)
Ru: -0.10739 -0.47791 -0.05632
P: 1.79221 0.10670 1.18315
P: 0.21844 0.03606 -2.31764
O: -1.51264 -1.19479 2.53935
N: -0.69289 1.81201 0.02734
C: -0.63076 2.49312 1.28981
C: -1.84539 3.47875 3.15300
C: 1.76577 -0.47502 -3.14407
C: -2.73233 3.07499 -0.46574
C: 1.66285 -5.98140 0.41113
C: -2.94053 3.18998 0.92147
C: 0.74649 -3.75512 0.03017
C: -0.45185 -4.17265 0.60756
C: 0.48231 -6.38418 1.02829
C: -1.51760 2.50377 -0.91410
C: 0.55536 2.48806 2.06871
C: 0.46883 2.83489 3.42501
C: -2.23210 2.71205 -3.22031
C: 1.86720 -0.54638 2.89923
C: 1.85112 1.96720 1.49874
C: 0.06586 1.82979 -2.75631
C: 1.80256 -4.68075 -0.06584
C: -0.57066 -5.46927 1.12522
C: -1.01457 -0.88897 1.52296
C: 3.43990 -0.18115 0.44815
C: -0.73841 3.33872 3.97941
C: 0.83640 -2.39763 -0.63231
C: -3.71848 3.40901 -1.44641
C: -1.21617 -0.75077 -3.14612
C: -1.82534 3.08702 1.77284
C: -1.24885 2.38283 -2.29793
C: -3.49532 3.19893 -2.79309
H: -2.78858 3.87480 3.51146
H: 2.61827 0.01462 -2.63504
H: 2.77572 -0.24400 3.44371
H: -4.28802 3.40178 -3.52598
H: -1.50009 -5.77562 1.60470
H: 4.25580 0.18989 1.08598
H: 0.15997 1.82092 -3.85227
H: 2.47094 -6.69924 0.30956
H: 2.68705 2.19159 2.18119
H: 1.85722 -1.64316 2.81984
H: -2.13429 -0.31442 -2.71770
H: -1.19953 -1.83750 -2.96155
H: 0.38043 -7.40194 1.43634
H: -0.79431 3.59610 5.05149
H: -1.40024 0.85612 -0.15570
H: 1.33717 2.70857 4.07530
H: -3.92119 3.48402 1.31991
H: 1.90623 -2.25195 -0.86823
H: 2.75882 -4.38514 -0.50633
H: 0.92600 2.32929 -2.26755
H: 3.57050 -1.26498 0.31918
H: -1.29350 -3.47614 0.66608
H: -2.06911 2.55597 -4.29312
H: -4.64400 3.81427 -1.05528
H: -1.12125 -0.51284 -4.21561
H: 3.49830 0.32707 -0.52685
H: 0.98851 -0.20390 3.46431
H: 1.86075 -1.57425 -3.09601
H: 1.64998 -0.12256 -4.18412
H: 0.33292 -2.48620 -1.61889
H: 2.05550 2.44095 0.51580

Cartesian forces (eV/Å) of the 6 atoms listed first:
Ru 0.67 0.71 -1.38
P 1.24 1.43 1.26
P 0.25 0.04 -0.01
O 1.29 1.16 -3.11
N -0.21 -1.44 -0.74
C -0.17 -0.24 1.01

Properties
Multiplicity: 5
E_tot: -53180.9954 eV
Net charge: +2
Highest occupied orbital energy (spin up / spin down): -0.4344 / -0.5099 Eh
HOMO-LUMO gap (spin up / spin down): 5.718 / 3.384 eV

=====

[2]
ORCA calculation (ωB97M-V/def2-TZVPD) on a structure of composition C27H32AuN6O3PS3Se at a distorted geometry.

CARTESIAN COORDINATES (ANGSTROEM)
Au: -0.47037 0.30285 -0.02815
Se: 3.62431 -2.21249 6.21778
S: -0.43607 2.48670 -3.05654
S: -2.55137 1.45171 -0.52762
S: 1.35588 2.60852 -1.35137
P: -1.99938 2.88420 -1.86438
O: -1.58752 4.24036 -1.19742
O: -3.31110 3.29217 -2.66471
O: 1.63391 4.02955 -1.44675
N: -0.15861 0.75931 2.36550
N: 0.63510 2.09877 -0.13175
N: 1.23968 -0.92250 0.64598
N: -3.28882 -2.06865 2.16454
N: 3.48241 -2.71615 4.52354
N: 2.55546 -0.81321 6.00796
C: 0.67275 1.17472 4.96617
C: -1.38719 -1.58138 -2.06109
C: 2.37402 -1.91312 2.51409
C: 1.79479 -1.83828 -0.13925
C: -2.30439 5.26333 -0.46326
C: -1.86496 -2.47961 0.12310
C: -3.69551 -0.69372 2.00230
C: -1.37438 -1.43661 -0.66947
C: -1.97001 -2.39333 1.63859
C: 2.94129 -2.86215 1.67230
C: 1.23928 0.15277 4.20525
C: 1.48908 -0.95087 1.97933
C: -3.53254 1.28206 -4.11069
C: -2.29558 -3.65815 -0.49554
C: -4.20718 2.49371 -3.48800
C: -1.86798 -2.73766 -2.66289
C: -0.69341 1.71145 3.10063
C: -3.07730 6.15011 -1.42433
C: -4.34276 -3.00547 1.85654
C: -5.42261 2.09712 -2.66721
C: -0.28151 1.98994 4.40156
C: 2.64281 -2.82774 0.32559
C: -3.18347 4.68092 0.62724
C: 2.69331 -1.85842 3.92637
C: 0.84905 0.01793 2.85625
C: 2.17072 -0.80365 4.75545
C: -2.30836 -3.78861 -1.87284
H: -5.21028 -2.77610 2.47846
H: 3.07375 -3.53878 -0.36435
H: -4.01644 -4.02041 2.08994
H: -5.89486 2.97430 -2.22360
H: 1.55269 -1.76120 -1.19237
H: -6.14635 1.59843 -3.31246
H: 3.60960 -3.60074 2.09359
H: -4.65827 -2.97094 0.80196
H: -1.87501 -2.81658 -3.74394
H: -2.43703 6.44174 -2.25650
H: -3.91949 -0.43471 0.95646
H: -1.27865 -1.63269 2.00309
H: -3.24351 0.57599 -3.33035
H: -0.73503 2.80208 4.95157
H: -2.64232 1.58062 -4.66212
H: -4.50695 3.19349 -4.27059
H: -1.67895 -3.35647 2.07229
H: -2.89967 -0.03257 2.34719
H: -3.94306 5.62150 -1.81983
H: -3.95372 4.03625 0.20468
H: -1.48784 5.83052 -0.01427
H: -3.66168 5.49274 1.17673
H: -3.40961 7.04833 -0.90349
H: -2.57933 4.09206 1.31638
H: 0.99014 1.29054 5.99391
H: -1.50269 2.26194 2.63003
H: -4.59229 -0.51261 2.59814
H: -2.60220 -4.49229 0.12714
H: -5.12845 1.41517 -1.86988
H: -4.22585 0.78934 -4.79186
H: -2.65965 -4.70689 -2.32772
H: -1.01545 -0.78233 -2.69391

Cartesian forces (eV/Å) of the 6 atoms listed first:
Au -0.87 -0.28 -0.98
Se 0.06 -0.04 0.08
S -0.02 -0.29 -0.57
S -0.37 1.06 -0.76
S -0.69 0.46 0.23
P -0.83 -0.40 1.04

Properties
Multiplicity: 3
E_tot: -154433.4374 eV
Highest occupied orbital energy (spin up / spin down): -0.2150 / -0.2873 Eh
HOMO-LUMO gap (spin up / spin down): 4.784 / 5.945 eV

=====

[3]
ORCA calculation (ωB97M-V/def2-TZVPD) on a structure of composition C27H32BrCsN3O2S.

CARTESIAN COORDINATES (ANGSTROEM)
Cs: -0.83028 -0.15795 0.05665
Br: 0.37018 12.42602 6.50226
S: 3.05533 1.31413 0.34508
O: -0.30946 0.90253 2.44135
O: 2.87370 2.17591 1.54615
N: 0.03520 6.49675 5.16589
N: 0.07456 6.18612 3.94619
N: -0.06382 2.78965 0.54268
C: -6.99930 -1.65275 -0.86073
C: 0.11108 7.89516 5.38924
C: 0.26410 10.58225 6.05516
C: 4.39840 2.05367 -0.61274
C: 0.18186 8.29403 6.72303
C: 5.36863 3.93661 0.80054
C: -0.09504 3.17454 1.83641
C: 0.26107 9.63371 7.06453
C: -4.67636 -0.83369 -0.70230
C: 5.58571 2.54660 0.21170
C: -6.07653 -0.53829 -0.34439
C: -6.51146 0.79534 -0.97164
C: 0.18809 10.20824 4.72395
C: 3.97533 -0.28591 2.43706
C: -3.51083 -1.08182 -1.01447
C: -0.33309 2.50769 4.18548
C: 3.93044 -0.19950 0.91321
C: 0.22202 5.06927 -0.10160
C: -0.22783 3.82818 4.55131
C: 0.01765 4.52114 2.23006
C: 0.18998 5.47429 1.20435
C: -6.22904 -0.43722 1.17987
C: 0.08270 3.70042 -0.38776
C: -0.24895 2.09228 2.82616
C: -0.04466 4.85728 3.62130
C: 2.65294 -0.76047 3.02361
C: 0.11120 8.86543 4.38826
H: -5.87541 1.60534 -0.61202
H: -6.41726 0.75125 -2.05751
H: 0.34718 5.78292 -0.90613
H: 0.09604 3.35687 -1.41943
H: 1.83372 -0.08919 2.75969
H: 4.49411 3.94737 1.44717
H: -0.46531 1.73641 4.93422
H: -8.04261 -1.44319 -0.60123
H: -5.93713 -1.37419 1.65635
H: 6.46785 2.55335 -0.43474
H: -7.26798 -0.21563 1.44739
H: 5.21198 4.66793 0.00382
H: 4.92659 -0.22958 0.46916
H: 3.36322 -1.03888 0.50439
H: 0.04959 8.57040 3.35129
H: 5.80168 1.82883 1.00835
H: 0.17471 7.52034 7.47969
H: 4.78836 -0.96520 2.70818
H: 2.69447 -0.80823 4.11262
H: -6.71258 -2.61030 -0.42374
H: 0.31885 9.93850 8.10050
H: 0.18664 10.96538 3.95100
H: 4.68123 1.29724 -1.35131
H: -7.55154 1.02334 -0.71483
H: 4.22570 0.69724 2.83833
H: -6.91530 -1.74007 -1.94480
H: 6.23902 4.25820 1.37450
H: -0.28676 4.08680 5.60063
H: 3.93268 2.87637 -1.16091
H: 0.29107 6.51701 1.47213
H: -5.59055 0.35339 1.57643
H: 2.40662 -1.76224 2.65978

Cartesian forces (eV/Å) of the 6 atoms listed first:
Cs -0.13 -0.42 -0.62
Br 0.00 0.04 0.02
S -0.28 0.20 0.26
O 0.11 0.22 0.84
O 0.06 -0.04 -0.07
N -0.05 0.17 0.08

Properties
E_tot: -118507.8795 eV
Net charge: -1
Highest occupied orbital energy: -0.1583 Eh
HOMO-LUMO gap: 5.975 eV

=====

Calculated relative energy (zero: lowest compared OMol25 entry of this formula, charge and spin), 0.000; 0.431; 0.000 eV (same order as the records).